[1]
Entry from the OMol25 dataset: a single C17H16N2O4 molecule (ωB97M-V/def2-TZVPD).

The value obtained for the highest occupied orbital energy is -8.08 eV. The energy above the lowest of the compared OMol25 structures with the same formula, charge and spin comes out at 254.3 kJ/mol. The structure (SMILES) is COc1ccc(-c2[nH]ncc2Oc2ccccc2OC)c(O)c1. For the LUMO energy, the calculation gives 0.7479 eV.

Last column: Mulliken charge in e.
CARTESIAN COORDINATES (ANGSTROEM)
1 C -3.503 -1.533 3.605  -0.854
2 O -2.890 -1.893 2.390  -0.451
3 C -2.407 -0.908 1.589  0.853
4 C -2.462 0.454 1.874  -0.677
5 C -1.935 1.355 0.972  -1.428
6 C -1.340 0.952 -0.222  0.572
7 C -0.814 1.963 -1.128  -0.241
8 N -1.413 3.165 -1.322  0.431
9 N -0.752 3.949 -2.166  -1.047
10 C 0.322 3.274 -2.527  -1.024
11 C 0.340 2.015 -1.908  1.283
12 O 1.276 1.027 -2.086  -0.628
13 C 1.856 0.492 -0.954  0.960
14 C 1.964 1.169 0.245  -0.508
15 C 2.561 0.558 1.336  -0.833
16 C 3.048 -0.727 1.222  -0.753
17 C 2.950 -1.413 0.020  -0.523
18 C 2.354 -0.818 -1.081  0.691
19 O 2.189 -1.392 -2.303  -0.346
20 C 2.586 -2.729 -2.471  -0.994
21 C -1.285 -0.424 -0.506  0.631
22 O -0.782 -0.943 -1.646  -0.745
23 C -1.819 -1.327 0.401  -0.498
24 H -3.811 -2.469 4.068  0.246
25 H -2.804 -1.014 4.270  0.340
26 H -4.384 -0.905 3.441  0.345
27 H -2.903 0.821 2.787  0.408
28 H -1.966 2.409 1.209  0.431
29 H -2.288 3.472 -0.929  0.234
30 H 1.036 3.688 -3.209  0.563
31 H 1.582 2.176 0.324  0.454
32 H 2.640 1.094 2.269  0.406
33 H 3.510 -1.211 2.069  0.394
34 H 3.333 -2.419 -0.046  0.420
35 H 3.665 -2.850 -2.329  0.362
36 H 2.327 -2.984 -3.498  0.246
37 H 2.050 -3.394 -1.787  0.391
38 H -0.252 -0.302 -2.143  0.412
39 H -1.781 -2.379 0.173  0.480


[2]
Entry from the OMol25 dataset: a single C6H12O molecule (ωB97M-V/def2-TZVPD).

The value obtained for the highest occupied orbital energy is -9.35 eV. The energy above the lowest of the compared OMol25 structures with the same formula, charge and spin comes out at 108.7 kJ/mol. The structure (SMILES) is CC[C@@]1(C)C[C@H]1O. For the LUMO energy, the calculation gives 0.8811 eV.

Last column: Mulliken charge in e.
CARTESIAN COORDINATES (ANGSTROEM)
1 C 2.082 0.191 -0.469  -1.128
2 C 1.046 -0.151 0.602  -0.744
3 C -0.383 -0.283 0.100  1.340
4 C -0.585 -1.199 -1.096  -1.671
5 C -1.458 -0.242 1.166  -1.143
6 C -1.324 0.893 0.207  -0.099
7 O -0.904 2.115 0.742  -0.538
8 H 1.916 1.189 -0.892  0.289
9 H 2.064 -0.530 -1.293  0.287
10 H 3.091 0.176 -0.042  0.370
11 H 1.072 0.608 1.393  0.361
12 H 1.330 -1.104 1.072  0.313
13 H -0.445 -0.658 -2.041  0.318
14 H 0.129 -2.031 -1.079  0.388
15 H -1.592 -1.632 -1.103  0.410
16 H -1.132 -0.038 2.183  0.285
17 H -2.316 -0.906 1.090  0.261
18 H -2.091 0.983 -0.567  0.358
19 H -0.500 2.620 0.024  0.343


[3]
Entry from the OMol25 dataset: a molecular structure, C12H7LaN2O5 (ωB97M-V/def2-TZVPD).

The value obtained for the highest occupied orbital energy is -15.14 eV. The total charge is +2. The energy above the lowest of the compared OMol25 structures with the same formula, charge and spin comes out at 0.0 kJ/mol. For the LUMO energy, the calculation gives -8.7511 eV.

Last column: Mulliken charge in e.
CARTESIAN COORDINATES (ANGSTROEM)
1 O -0.022 3.595 -3.552  -0.154
2 C 0.001 2.539 -3.120  0.157
3 La 0.061 -1.158 0.258  1.726
4 O -0.015 2.647 0.876  -0.104
5 C -0.037 1.523 0.624  0.121
6 C -0.033 -1.673 -2.021  -0.205
7 O 0.010 -2.763 -1.398  -0.432
8 C 2.195 0.074 -0.278  0.230
9 O 3.230 0.535 -0.514  -0.094
10 C -2.314 0.105 -0.338  0.159
11 O -3.332 0.567 -0.617  -0.103
12 H 0.060 -1.542 -3.139  0.319
13 N -0.087 -3.937 3.759  0.026
14 C -0.095 -3.465 2.507  -0.229
15 N 0.048 -2.117 2.527  -0.336
16 C 0.140 -1.728 3.875  0.814
17 C 0.269 -0.458 4.464  -0.587
18 C 0.308 -0.403 5.870  -0.729
19 C 0.222 -1.575 6.650  -0.460
20 C 0.094 -2.839 6.042  -0.867
21 C 0.058 -2.870 4.660  0.660
22 H -0.172 -4.908 4.039  0.242
23 H -0.211 -4.080 1.606  0.402
24 H 0.332 0.419 3.818  0.256
25 H 0.406 0.556 6.379  0.393
26 H 0.253 -1.495 7.739  0.404
27 H 0.025 -3.758 6.622  0.392


[4]
Entry from the OMol25 dataset: a molecular structure, C5H11NOS2 (ωB97M-V/def2-TZVPD).

The value obtained for the highest occupied orbital energy (spin up / spin down) is -7.53 / -7.47 eV. The energy above the lowest of the compared OMol25 structures with the same formula, charge and spin comes out at 433.3 kJ/mol. For the LUMO energy (spin up / spin down), the calculation gives -0.5935 / -0.5983 eV.

Last column: Mulliken charge in e.
CARTESIAN COORDINATES (ANGSTROEM)
1 C -1.438 -0.702 -0.010  1.096
2 C -2.477 -0.701 0.993  -1.238
3 C 2.442 -1.709 0.518  -0.926
4 C 0.150 2.845 -1.134  -0.814
5 C -0.081 -0.865 0.458  -0.420
6 N -1.689 -0.739 -1.254  -0.748
7 O 2.026 1.002 -0.485  -0.472
8 S 1.258 -1.012 -0.556  0.132
9 S 1.071 2.049 0.154  0.158
10 H -3.178 -1.596 1.080  0.269
11 H -3.163 0.168 0.840  0.257
12 H -2.192 -0.627 2.024  0.366
13 H 2.420 -2.791 0.593  0.349
14 H 2.451 -1.203 1.510  0.331
15 H 3.382 -1.401 0.036  0.357
16 H -0.313 3.720 -0.707  0.334
17 H -0.697 2.266 -1.514  0.236
18 H 0.706 2.987 -2.102  0.293
19 H 0.315 -1.078 1.507  0.190
20 H -0.993 -0.613 -1.951  0.253


[5]
Entry from the OMol25 dataset: a molecular structure, C4H10NO (ωB97M-V/def2-TZVPD).

The value obtained for the highest occupied orbital energy is -14.26 eV. The total charge is +1. The energy above the lowest of the compared OMol25 structures with the same formula, charge and spin comes out at 360.4 kJ/mol. For the LUMO energy, the calculation gives -3.1076 eV.

Last column: Mulliken charge in e.
CARTESIAN COORDINATES (ANGSTROEM)
1 C -1.950 -0.745 -0.145  -0.267
2 C -1.632 0.743 -0.149  -0.286
3 C 1.925 1.006 -0.054  -0.897
4 C 0.597 -0.332 0.340  -0.262
5 N -0.604 -0.348 -0.527  0.032
6 O 1.194 -1.579 0.285  -0.553
7 H -2.062 -1.057 0.813  0.255
8 H -2.595 -1.328 -0.874  0.268
9 H -1.982 1.251 -1.005  0.286
10 H -1.441 1.338 0.791  0.243
11 H 1.512 1.738 -0.744  0.341
12 H 2.267 1.339 1.030  0.280
13 H 2.702 0.496 -0.469  0.389
14 H 0.382 -0.048 1.301  0.412
15 H -0.287 -0.766 -1.440  0.388
16 H 1.974 -1.709 0.847  0.372


[6]
Entry from the OMol25 dataset: a molecular structure, C4H10N2 (ωB97M-V/def2-TZVPD).

The value obtained for the highest occupied orbital energy is -7.14 eV. The energy above the lowest of the compared OMol25 structures with the same formula, charge and spin comes out at 570.7 kJ/mol. For the LUMO energy, the calculation gives -0.0525 eV.

Last column: Mulliken charge in e.
CARTESIAN COORDINATES (ANGSTROEM)
1 C 1.773 -1.267 0.534  -1.097
2 C 1.518 0.147 0.012  -0.585
3 C 0.025 0.398 -0.226  0.875
4 C -0.842 0.110 0.839  -0.576
5 N -2.197 -0.294 0.321  -0.711
6 N -0.382 1.096 -1.382  -0.794
7 H 2.795 -1.444 0.858  0.359
8 H 1.489 -1.984 -0.236  0.315
9 H 1.100 -1.452 1.373  0.332
10 H 2.038 0.296 -0.943  0.261
11 H 1.907 0.911 0.693  0.292
12 H -0.897 0.862 1.624  0.203
13 H -2.869 -0.323 1.077  0.246
14 H -2.216 0.568 -0.230  0.306
15 H 0.245 0.970 -2.179  0.282
16 H -0.434 -0.190 -1.208  0.291


Ordered total energy results: -1067.84215 -311.01786 -978.16028 -1123.34332 -288.02584 -267.70797; unit hartree.
Ordered maximum force results: 0.75 0.31 7.37 4.11 5.34 4.61; unit eV/A.